(1)
Below is 2 unconnected molecules or ions with the total composition H5NOSSi at a distorted geometry, with properties calculated with ωB97M-V with the def2-TZVPD basis set.

total energy = -22331.91056 eV
E_LUMO = 0.007 Ha
SMILES string = N[SiH]=O.S
HOMO-LUMO gap = 10.22 eV

Positions of all 9 atoms, in Å:
S (2.58, -0.67, 2.07)
Si (-0.58, 0.80, -1.18)
O (-0.11, 1.58, -2.39)
N (-1.32, -0.74, -1.28)
H (-1.44, -1.14, -2.14)
H (2.69, 0.44, 2.96)
H (-2.10, -0.86, -0.64)
H (-1.02, 1.29, 0.12)
H (1.29, -0.70, 2.48)

(2)
Below is 2 unconnected molecules or ions with the total composition H5NOSi at a distorted geometry, with properties calculated with ωB97M-V with the def2-TZVPD basis set.

total energy = -11493.01526 eV
E_LUMO (spin up / spin down) = -0.013 / -0.025 Ha
HOMO-LUMO gap (spin up / spin down) = 9.81 / 6.62 eV

Positions of all 8 atoms, in Å:
Si (-0.04, 1.15, -0.63)
O (0.24, 0.48, -2.14)
N (-0.40, -1.61, 0.96)
H (-0.34, -2.51, 0.50)
H (0.24, -0.49, -2.19)
H (-1.04, 2.26, -0.53)
H (0.50, -1.20, 1.18)
H (0.97, 1.38, 0.29)

(3)
Below is 2 unconnected molecules or ions with the total composition H5NOSi at a distorted geometry, with properties calculated with ωB97M-V with the def2-TZVPD basis set.

total energy = -11494.79693 eV
E_LUMO = -0.024 Ha
HOMO-LUMO gap = 9.70 eV

Positions of all 8 atoms, in Å:
Si (0.35, 0.59, -0.01)
O (1.51, -0.55, -0.03)
N (-1.14, -0.20, 0.39)
H (1.39, -1.34, 0.51)
H (0.48, 1.21, -1.32)
H (0.56, 1.54, 1.08)
H (-2.02, 0.23, 0.15)
H (-1.13, -1.47, -0.76)

(4)
Below is a molecular structure, H5NP4 at a distorted geometry, with properties calculated with ωB97M-V with the def2-TZVPD basis set.

total energy = -38720.74829 eV
E_LUMO (spin up / spin down) = -0.043 / -0.063 Ha
HOMO-LUMO gap (spin up / spin down) = 7.57 / 5.72 eV

Positions of all 10 atoms, in Å:
P (1.73, 0.27, 0.31)
P (1.99, 2.10, 1.43)
P (-0.80, -1.04, 0.16)
P (-1.74, -1.95, -1.61)
N (-0.60, 0.51, 0.11)
H (-2.35, -0.70, -1.99)
H (0.23, -1.96, 0.50)
H (-0.53, -1.71, -2.30)
H (0.91, 2.98, 1.04)
H (1.17, 1.50, 2.35)